1.
{"formula": "C4H8Cl4Si", "method": "wB97M-V/def2-TZVPD", "species": ["Cl", "Cl", "Cl", "Cl", "Si", "C", "C", "C", "C", "H", "H", "H", "H", "H", "H", "H", "H"], "xyz": [[-1.27, -0.10, -2.85], [-0.93, 3.17, -2.20], [1.44, 0.52, 2.87], [1.80, 1.19, -1.85], [-0.27, 1.34, -1.66], [-0.44, -1.54, -0.25], [-0.21, -0.42, 0.76], [-0.59, 0.95, 0.18], [1.16, -0.47, 1.41], [0.42, -2.24, -0.10], [-0.89, -0.42, 1.66], [-0.34, -1.17, -1.24], [1.48, -1.48, 1.62], [-0.15, 1.76, 0.84], [-1.66, 1.07, 0.26], [-1.37, -2.07, -0.20], [1.84, -0.06, 0.73]], "smiles": "C[C@@H](CCl)C[Si](Cl)(Cl)Cl", "de_lowest_kcal_mol": 18.1, "molar_mass_g_mol": 226.01, "gap_ev": 11.08, "e_homo_ha": -0.3907, "multiplicity": 1}

***

2.
{"formula": "C5H8N2", "method": "wB97M-V/def2-TZVPD", "species": ["N", "N", "C", "C", "C", "C", "C", "H", "H", "H", "H", "H", "H", "H", "H"], "xyz": [[-0.68, -1.48, -0.22], [2.64, -0.59, 0.29], [1.57, -0.90, 0.62], [-0.83, -0.22, -0.96], [-0.05, 1.90, 0.07], [0.16, -1.24, 0.94], [-1.06, 0.82, 0.11], [-0.30, -0.39, 1.46], [-1.74, -0.28, -1.58], [0.10, 2.37, 1.04], [-0.29, -2.21, -0.82], [0.91, 1.68, -0.43], [-0.61, 2.64, -0.54], [0.13, -2.07, 1.64], [0.04, -0.02, -1.62]], "de_lowest_kcal_mol": 107.4, "molar_mass_g_mol": 96.13, "gap_ev": 8.36, "e_homo_ha": -0.3189, "multiplicity": 1}